Molecular formula: C20H28BiNO2
Method: DFT, ωB97M-V/def2-TZVPD

```
52
Properties=species:S:1:pos:R:3:lowdin_charge:R:1
O 0.561 0.309 -4.429 -0.11
C 0.363 1.622 -5.072 -0.16
C 0.115 1.051 -6.475 -0.08
H 1.271 2.249 -4.994 0.12
H -0.508 2.143 -4.635 0.11
C 0.344 -0.320 -5.737 -0.57
H 0.894 1.300 -7.225 0.12
H -0.918 1.191 -6.859 0.12
C 1.582 -1.077 -6.218 -0.03
H 2.455 -0.410 -6.235 0.09
H 1.431 -1.490 -7.233 0.09
H 1.779 -1.916 -5.535 0.09
C -0.888 -1.224 -5.715 -0.03
H -1.769 -0.658 -5.382 0.09
H -0.709 -2.060 -5.022 0.09
H -1.095 -1.646 -6.717 0.09
Bi 0.123 0.195 3.239 1.93
C -2.168 -0.483 4.820 -0.19
C -1.892 0.934 5.001 -0.23
C -1.898 1.598 3.680 -0.28
H -1.566 1.535 5.891 0.10
C -2.278 0.553 2.692 -0.31
C -2.390 -0.749 3.399 -0.19
H -2.621 -1.726 2.926 0.11
H -2.010 -1.300 5.579 0.11
H -1.671 2.670 3.473 0.10
H -2.512 0.734 1.635 0.08
C 1.229 -1.611 5.123 -0.23
C 0.349 -2.344 4.216 -0.18
C 0.880 -2.180 2.863 -0.25
H -0.562 -2.945 4.495 0.12
C 2.068 -1.260 2.936 -0.30
C 2.235 -0.870 4.342 -0.22
H 2.958 -0.112 4.734 0.11
H 1.155 -1.609 6.253 0.09
H 0.507 -2.668 1.941 0.10
H 2.672 -0.910 2.081 0.10
O 0.385 0.634 1.205 -0.50
C -0.066 -0.330 0.211 -0.16
C -0.363 0.622 -0.918 -0.13
H -0.921 -0.913 0.612 0.13
H 0.823 -0.957 0.082 0.13
C 0.568 1.831 -0.653 -0.14
H -1.407 0.943 -0.843 0.12
H -0.175 0.130 -1.865 0.11
C 0.519 2.036 0.836 -0.15
H 0.246 2.736 -1.156 0.12
H 1.590 1.568 -0.942 0.13
H -0.385 2.557 1.192 0.13
H 1.429 2.385 1.347 0.14
N 0.096 0.046 7.120 -0.05
C 0.145 0.194 5.941 -0.44
```

The orbital gap is 6.4 eV. As for the total charge: 0. For the HOMO energy, the calculation gives -6.54 eV. Its LUMO energy is -0.005 hartree.